Below is a cluster of 2 separate species, C7H9N in total at a distorted geometry, with properties calculated with ωB97M-V/def2-TZVPD.

Geometry as XYZ:
```
17
Properties=species:S:1:pos:R:3:forces:R:3:nbo_charge:R:1
C -2.429951 -0.450309 0.287071 0.47 -1.43 -0.37 -0.39
C -1.649876 0.282096 -0.487354 0.05 -0.86 0.62 -0.39
C 0.819269 1.191930 -0.723229 -0.45 2.97 -2.67 0.06
C 0.948771 1.260477 0.663780 0.66 -0.55 -1.36 -0.28
C 1.189533 -0.007756 1.160424 2.52 -1.03 2.72 -0.14
C 1.377047 -1.174729 0.357572 -1.55 1.88 2.35 -0.27
C 1.087515 -1.034587 -0.984427 2.13 -2.98 1.12 0.04
H -3.287727 -0.089527 0.747139 -1.53 0.96 0.75 0.18
H -2.311399 -1.533676 0.492872 0.45 0.73 -0.38 0.18
H -1.828305 1.353774 -0.603568 0.00 -0.34 -0.20 0.19
H -0.707014 -0.158843 -0.857422 -2.75 0.49 0.22 0.20
H 0.583683 2.116672 -1.416039 0.60 -1.47 1.94 0.21
H 1.025168 2.199681 1.252411 -0.36 -0.92 -0.60 0.24
H 1.577786 -0.075243 2.271690 -1.32 -0.06 -2.11 0.21
H 1.519159 -2.070178 0.958314 0.31 -0.18 -0.83 0.23
H 1.253973 -1.910495 -1.602278 -0.47 0.06 -0.43 0.20
N 0.832366 0.100713 -1.516949 1.24 2.74 -0.78 -0.46
```
Positions in Å, forces in eV/Å.

Its relative energy (zero: lowest compared OMol25 entry of this formula, charge and spin) is 75.0 kcal per mole. The calculated total energy comes out at -8891.9034 eV. As for the HOMO energy: -9.517 eV.